Record 1
This record from the OMol25 dataset describes C34H51Cl3N3O3ReSSi as an isolated structure. The level of theory is wB97M-V/def2-TZVPD.

Output
Spin multiplicity: 2
Charge: +3
⟨S²⟩: 0.77
E_LUMO (spin up / spin down) in eV: -9.885 / -10.180
Electronic energy in eV: -105087.4880
Max |F| in eV/Å: 1.1
Highest occupied orbital energy (spin up / spin down) in hartree: -0.596 / -0.599
Frontier orbital gap (spin up / spin down) in eV: 6.327 / 6.107

Geometry as XYZ:
```
97
Properties=species:S:1:pos:R:3:forces:R:3:mulliken_charge:R:1
Re 0.6940 2.0247 -1.5933 0.9168 -0.3076 0.4763 1.3063
C -2.3377 4.0624 -3.4961 -0.0263 0.0443 0.0104 -1.4857
C -2.7254 2.6106 -3.3906 0.1158 -0.1011 -0.0292 1.4266
C -3.5947 2.0767 -4.3395 0.0190 0.0128 -0.0139 -0.8701
C -3.9572 0.7433 -4.3072 -0.0088 -0.0056 -0.0019 -0.9944
C -3.4511 -0.0953 -3.3235 0.0113 -0.0116 -0.0157 -0.9806
C -2.5784 0.3818 -2.3573 -0.0222 0.1056 0.0561 1.4971
C -2.0616 -0.5301 -1.2783 -0.0277 -0.0104 0.0118 -0.7412
C -2.2379 1.7399 -2.4115 -0.1487 -0.1684 -0.0347 -0.9844
N -1.3261 2.2760 -1.4246 0.1435 0.1252 -0.1951 -0.5639
C -1.7558 3.0488 -0.4744 -0.0667 -0.1932 -0.0229 0.7631
C -3.1852 3.2823 -0.1660 -0.0145 0.0431 0.0106 -2.0789
C -0.6844 3.7747 0.2680 0.1333 0.1354 -0.0070 1.5726
C -1.0261 4.8259 1.2536 -0.0126 0.0070 -0.0062 -2.1099
N 0.5077 3.4793 -0.1306 -0.4624 0.0170 -0.1533 0.6810
C 1.6998 4.1687 0.2692 0.1392 0.0242 0.1877 -0.1119
C 2.1973 4.0914 1.5692 -0.0509 0.0017 -0.0919 1.2461
C 1.5173 3.2944 2.6478 0.0013 -0.0089 0.0047 -1.4476
C 3.3849 4.7746 1.8258 -0.0271 -0.0005 0.0001 -0.8644
C 4.0338 5.4865 0.8328 0.0117 0.0072 -0.0092 -0.9659
C 3.5281 5.5152 -0.4619 0.0376 0.0080 -0.0187 -1.0660
C 2.3585 4.8417 -0.7642 -0.0115 -0.0321 0.0247 0.7191
C 1.7721 4.8648 -2.1493 -0.0309 0.0400 0.0149 -1.0689
H -1.9280 4.2693 -4.4853 -0.0130 0.0123 -0.0023 0.4731
H -1.5952 4.3778 -2.7613 -0.0044 -0.0017 -0.0068 0.0369
H -3.2118 4.7049 -3.3788 0.0087 0.0061 0.0124 0.3759
H -3.9913 2.7261 -5.1102 0.0005 0.0004 0.0038 0.5386
H -4.6449 0.3539 -5.0457 0.0047 0.0013 -0.0015 0.4983
H -3.7517 -1.1352 -3.2959 0.0002 0.0058 0.0059 0.5223
H -2.6566 -1.4414 -1.2460 0.0008 0.0114 0.0077 0.4617
H -2.1015 -0.0659 -0.2899 0.0077 -0.0068 -0.0107 0.1191
H -1.0246 -0.8210 -1.4638 -0.0021 -0.0090 0.0021 -0.1056
H -3.8289 2.5934 -0.7054 0.0031 -0.0058 0.0059 0.3958
H -3.4661 4.3047 -0.4384 0.0003 -0.0073 -0.0112 0.4004
H -3.3520 3.1881 0.9090 -0.0026 0.0134 -0.0020 0.4929
H -1.7255 5.5359 0.8051 -0.0178 -0.0165 0.0032 0.4495
H -0.1430 5.3591 1.5923 -0.0049 0.0098 -0.0112 0.4402
H -1.5363 4.3855 2.1144 0.0158 -0.0048 0.0046 0.4412
H 0.9840 2.4292 2.2457 -0.0022 0.0020 0.0073 0.2802
H 0.8021 3.9008 3.2078 0.0071 -0.0064 0.0063 0.2886
H 2.2514 2.9320 3.3649 -0.0001 -0.0048 -0.0032 0.5053
H 3.8058 4.7392 2.8227 -0.0024 -0.0083 -0.0020 0.5267
H 4.9513 6.0115 1.0610 -0.0035 0.0030 -0.0021 0.4479
H 4.0497 6.0640 -1.2357 -0.0009 -0.0038 0.0020 0.4854
H 2.4773 5.2650 -2.8755 -0.0139 -0.0039 -0.0161 0.5151
H 0.8449 5.4369 -2.2139 0.0004 -0.0108 -0.0037 0.2792
H 1.5498 3.8395 -2.5536 0.0514 -0.0063 -0.0410 0.1218
C 4.0442 -2.8892 2.7802 -0.0145 -0.0181 0.0138 -1.6417
C 2.5984 -2.9082 3.2301 0.0091 -0.0557 0.0744 1.7307
C 2.1192 -1.5432 3.6840 0.0140 -0.0090 -0.0074 -1.4148
C 2.3247 -3.9908 4.2545 -0.0258 0.0189 -0.0089 -1.6087
O 1.8289 -3.2815 1.9987 0.0240 0.1226 -0.1348 0.2072
Si 0.3354 -3.2894 1.5399 -0.0616 -0.2207 0.0613 -0.6563
S 1.3450 0.4614 -0.4143 -0.1417 0.1852 -0.1094 0.0520
O -0.7971 -2.7171 2.4438 0.0896 0.0527 0.1421 0.4691
C -2.1973 -3.0069 2.8866 -0.0870 -0.0202 -0.0761 1.3415
C -2.8307 -1.6461 3.0861 0.0051 -0.0068 0.0161 -1.4205
C -2.0702 -3.7806 4.1826 0.0157 0.0039 -0.0083 -1.6309
C -2.8845 -3.8077 1.7996 0.0068 0.0070 0.0078 -1.2832
O -0.0277 -3.7991 0.1037 0.0229 0.0924 -0.0418 0.2953
C 0.6961 -4.5302 -0.9815 -0.0058 -0.0461 -0.0163 1.6572
C 2.0347 -3.8554 -1.2111 -0.0120 0.0027 -0.0028 -1.3934
C -0.2164 -4.4076 -2.1853 0.0132 -0.0204 0.0083 -1.5588
C 0.8438 -5.9645 -0.5140 0.0161 0.0168 0.0040 -1.6558
H 4.6828 -2.6318 3.6251 -0.0045 0.0012 -0.0012 0.4817
H 4.1974 -2.1484 1.9948 0.0009 -0.0044 0.0009 0.3321
H 4.3479 -3.8682 2.4116 -0.0016 0.0032 -0.0009 0.3675
H 2.6606 -1.2555 4.5852 0.0057 0.0056 -0.0099 0.5173
H 1.0544 -1.5547 3.9202 0.0081 0.0013 0.0138 0.1270
H 2.3177 -0.7914 2.9165 -0.0106 -0.0013 -0.0022 0.3483
H 2.9175 -3.8068 5.1503 -0.0049 0.0057 -0.0006 0.4811
H 2.5998 -4.9702 3.8642 0.0014 0.0005 0.0031 0.3784
H 1.2718 -3.9983 4.5458 0.0049 -0.0068 -0.0012 0.2415
H -2.3094 -1.0855 3.8618 0.0015 0.0033 -0.0093 0.3762
H -3.8687 -1.7723 3.3935 0.0070 -0.0020 0.0054 0.4507
H -2.8168 -1.0785 2.1539 -0.0023 -0.0030 0.0058 0.1223
H -1.4344 -3.2481 4.8895 -0.0153 0.0065 0.0080 0.3193
H -1.6619 -4.7776 4.0089 0.0195 0.0076 0.0076 0.3704
H -3.0550 -3.8976 4.6347 -0.0002 -0.0172 -0.0152 0.4738
H -2.9996 -3.2206 0.8872 0.0243 -0.0196 -0.0007 0.1161
H -3.8745 -4.1073 2.1427 -0.0083 0.0230 -0.0021 0.5092
H -2.3282 -4.7186 1.5700 -0.0250 -0.0120 0.0091 0.3586
H 1.8965 -2.7929 -1.4290 -0.0004 -0.0050 -0.0046 0.2448
H 2.5230 -4.3143 -2.0709 0.0020 -0.0048 0.0064 0.4981
H 2.6944 -3.9646 -0.3510 -0.0023 0.0105 -0.0005 0.2716
H -0.2940 -3.3679 -2.5087 -0.0142 -0.0008 0.0114 0.2766
H -1.2114 -4.7851 -1.9529 0.0015 -0.0047 -0.0045 0.3611
H 0.1872 -4.9958 -3.0094 0.0059 0.0091 0.0010 0.4490
H 1.4339 -6.0163 0.4041 0.0009 -0.0049 -0.0076 0.3350
H 1.3654 -6.5482 -1.2725 -0.0081 0.0026 -0.0022 0.4706
H -0.1308 -6.4216 -0.3450 0.0026 0.0023 0.0078 0.3678
Cl 2.7235 1.1606 -6.5857 -0.0343 -0.0183 0.0343 -0.0424
C 1.6214 0.0667 -5.7595 0.0754 -0.1453 -0.2886 0.9084
Cl 2.3942 -1.4776 -5.3881 -0.0196 0.0343 0.0041 -0.0468
Cl 0.1268 -0.1576 -6.6639 0.0349 0.0174 0.0513 -0.0440
C 1.2778 0.6705 -4.4696 -0.0562 0.1320 0.1354 0.0385
N 1.0135 1.1399 -3.4593 -0.5094 0.1774 -0.0215 -0.8173
```
Positions in Å, forces in eV/Å.

***

Record 2
This record from the OMol25 dataset describes C49H60NO2P2S2Sb2Ta as an isolated structure. The level of theory is wB97M-V/def2-TZVPD.

Output
Spin multiplicity: 2
Charge: +1
⟨S²⟩: 0.76
E_LUMO (spin up / spin down) in eV: -2.695 / -2.753
Electronic energy in eV: -112244.7759
Max |F| in eV/Å: 0.5
Highest occupied orbital energy (spin up / spin down) in hartree: -0.352 / -0.385
Frontier orbital gap (spin up / spin down) in eV: 6.882 / 7.716

Geometry as XYZ:
```
119
Properties=species:S:1:pos:R:3:forces:R:3:mulliken_charge:R:1
Ta -0.3358 -0.6141 0.2282 -0.0825 0.0237 0.3225 1.0886
N 1.4965 -1.7122 -0.5590 -0.0278 0.0819 -0.1067 0.2823
C 2.0067 -2.9410 0.0022 -0.0803 -0.1991 0.1175 0.3174
C 3.3834 -3.0923 0.1186 -0.0751 0.0285 -0.0045 -0.7712
C 3.9139 -4.2411 0.6767 0.0682 0.0371 -0.0144 -0.7737
C 3.0543 -5.2366 1.1099 0.0175 -0.0984 0.0514 -1.3973
C 1.6899 -5.0957 0.9401 -0.0914 0.0738 -0.0328 -0.5445
C 1.1194 -3.9600 0.3489 0.1599 0.0247 0.0484 0.0090
C -0.3502 -3.9124 0.0790 -0.0763 -0.0302 -0.0414 1.4787
C -0.9634 -5.1581 -0.1255 0.0118 0.0479 -0.0013 -0.7317
C -2.3278 -5.2864 -0.3131 0.0245 -0.0166 0.0064 -1.3381
C -3.1131 -4.1461 -0.2837 -0.0883 -0.0982 -0.0223 -0.8654
C -2.5007 -2.9168 -0.1177 -0.1681 0.2197 0.0678 0.0425
C -1.1236 -2.7231 0.0331 0.3685 -0.3074 -0.0457 1.2108
H 2.2662 -1.0709 -0.7354 0.1450 0.1526 -0.0012 0.1018
H 1.1751 -1.9280 -1.5031 -0.0079 0.0822 -0.0985 -0.0600
H 4.0358 -2.3073 -0.2484 -0.0264 -0.0146 0.0147 0.7598
H 4.9863 -4.3554 0.7691 -0.0244 0.0031 -0.0037 0.4459
H 3.4474 -6.1333 1.5730 -0.0190 0.0300 -0.0168 0.4209
H 1.0400 -5.8850 1.2927 0.0114 0.0094 0.0003 0.5300
H -0.3545 -6.0512 -0.1668 -0.0120 0.0111 -0.0041 0.5989
H -2.7679 -6.2627 -0.4761 0.0248 0.0352 0.0128 0.3628
H -4.1900 -4.2124 -0.3965 0.0490 0.0055 0.0027 0.4514
H -3.1500 -2.0478 -0.0892 0.0025 -0.0172 -0.0087 0.0592
C 4.1997 4.5794 -1.9455 0.0146 -0.0276 -0.0023 -1.5579
C 2.8941 3.9609 -1.5081 0.0074 0.0383 -0.0561 0.4907
O 2.9409 2.5477 -1.8159 0.0044 -0.0493 -0.0850 -0.1445
P 1.6904 1.7172 -2.3061 -0.0539 0.0236 -0.0688 0.4915
S 2.2684 0.0308 -3.0852 -0.0476 0.1340 0.0294 -0.5294
S 0.3272 1.6362 -0.7581 0.1131 0.0926 -0.3048 -0.1781
O 1.0384 2.7672 -3.3255 0.0755 -0.1485 0.0652 -0.2033
C -0.1907 2.4843 -4.0163 -0.0303 0.0317 0.0196 0.7390
C -0.8745 3.7912 -4.3392 0.0103 0.0024 0.0297 -1.6167
H 4.1896 5.6513 -1.7398 -0.0046 -0.0285 0.0122 0.4021
H 4.3500 4.4337 -3.0153 0.0003 0.0111 0.0293 0.3909
H 5.0386 4.1291 -1.4123 -0.0263 0.0062 -0.0390 0.2866
H 2.0476 4.4172 -2.0180 0.0065 -0.0009 -0.0299 0.4050
H 2.7462 4.0493 -0.4365 -0.0420 0.0312 0.0569 -0.1628
H -0.8308 1.8687 -3.3731 0.0370 -0.0006 -0.0208 -0.3189
H 0.0539 1.9210 -4.9170 0.0083 0.0213 0.0352 0.2325
H -1.1054 4.3365 -3.4221 0.0050 -0.0077 -0.0341 0.3008
H -1.8083 3.5973 -4.8714 0.0289 -0.0039 0.0148 0.3791
H -0.2397 4.4156 -4.9683 -0.0117 -0.0114 0.0176 0.4031
C -3.8470 1.1946 1.9076 -0.0424 0.0125 -0.0873 -1.2789
Sb -2.9033 0.8019 0.0272 -0.0891 0.1951 -0.0018 0.3651
C -2.8919 2.7898 -0.7401 -0.0488 -0.0377 -0.0095 -1.3676
C -4.6581 0.0871 -1.0513 0.0096 -0.0292 0.1831 -1.6173
C -4.6581 0.5096 -2.4838 0.0770 0.0556 -0.1844 0.5209
C -5.2890 1.7043 -2.8346 0.0181 0.0028 0.0080 -0.4702
C -5.3012 2.1636 -4.1407 -0.0488 0.0696 0.0345 -0.7468
C -4.6869 1.4142 -5.1320 0.0236 -0.0198 -0.0775 -0.8355
C -4.0727 0.2177 -4.8022 -0.0474 0.0103 0.0107 -0.5549
C -4.0389 -0.2530 -3.4873 -0.0533 0.1830 -0.0552 0.4023
C -3.3423 -1.5423 -3.2053 0.0831 -0.1748 0.0738 -1.3033
Sb -1.2221 -1.2698 -2.8307 0.0640 -0.2917 -0.0745 -0.2249
C -0.6727 -3.3230 -3.1160 -0.0353 0.0032 -0.0720 -1.0011
C -0.7581 -0.7290 -4.8584 -0.1971 0.0851 0.0555 -1.3718
H -4.7744 1.7407 1.7364 0.0149 -0.0257 -0.0491 0.5572
H -3.1895 1.8104 2.5187 -0.0638 -0.0187 -0.0069 0.2970
H -4.0640 0.2724 2.4442 0.0258 -0.0060 -0.0404 0.4333
H -3.8377 3.2780 -0.5058 0.0025 -0.0376 0.0029 0.5870
H -2.7603 2.7675 -1.8225 0.0237 -0.0329 0.0559 0.1735
H -2.0665 3.3406 -0.2936 -0.0034 -0.0249 0.0091 0.5140
H -5.5016 0.5378 -0.5256 0.0588 0.0297 0.0241 0.8854
H -4.7494 -0.9926 -0.9393 0.0673 0.0449 0.0583 0.7169
H -5.7889 2.2805 -2.0622 0.0227 -0.0296 -0.0286 0.3919
H -5.8025 3.0923 -4.3850 0.0213 -0.0404 0.0141 0.4288
H -4.7034 1.7486 -6.1626 0.0006 -0.0161 0.0492 0.4441
H -3.6223 -0.3836 -5.5846 -0.0202 0.0130 0.0288 0.4419
H -3.3818 -2.1924 -4.0817 0.0472 0.0034 0.0321 0.8462
H -3.7668 -2.0955 -2.3678 0.0416 0.0482 -0.0603 0.5249
H -0.8215 -3.5578 -4.1703 0.0068 0.0109 0.0296 0.7632
H -1.3071 -3.9623 -2.5027 0.0381 0.0686 -0.0347 0.2240
H 0.3706 -3.5212 -2.8647 -0.0217 0.0410 0.0068 0.2932
H -1.0694 -1.5708 -5.4793 0.0071 0.0199 0.0492 0.6624
H 0.3093 -0.5616 -4.9573 0.0313 -0.0208 0.0201 0.4500
H -1.2999 0.1607 -5.1725 0.0023 -0.0331 0.0584 0.2691
C 2.9149 1.1140 4.9798 0.0763 0.0792 -0.0250 -1.2127
C 1.5001 1.6093 4.8926 -0.1861 -0.1531 -0.0604 1.2850
C 1.0083 2.3375 5.9744 0.0025 -0.0460 -0.0611 -0.8771
C -0.2659 2.8764 5.9790 -0.0552 0.0569 0.0496 -0.7558
C -1.0847 2.7113 4.8753 -0.0900 0.0800 -0.0178 -0.9622
C -0.6163 1.9969 3.7881 0.0891 0.0914 -0.1358 -0.3080
C 0.6532 1.4193 3.7807 0.0510 0.0862 -0.0066 0.6504
P 1.1025 0.4663 2.2739 0.0541 -0.4514 -0.1432 0.2886
C 2.7836 0.9341 1.7826 0.0262 0.3145 0.1240 1.4656
C 3.7255 -0.0417 1.4652 -0.1575 0.0046 -0.0333 -0.7874
C 4.9853 0.3015 1.0059 0.0983 -0.0520 -0.0217 -1.4471
C 5.3246 1.6372 0.8770 0.0399 0.0290 -0.0202 -1.0295
C 4.3979 2.6144 1.2016 -0.0063 -0.0018 0.0377 -0.5995
C 3.1184 2.2961 1.6469 0.0608 -0.1395 0.1003 0.7779
C 2.1687 3.4095 1.9939 -0.0509 0.0556 -0.0167 -1.7340
C 1.0512 -1.2740 2.8208 -0.0042 0.2119 0.2122 0.5892
C 2.0496 -2.0501 3.4324 0.1054 -0.1085 -0.0845 -0.2447
C 1.7665 -3.3156 3.8913 0.0813 0.0510 -0.0122 -1.0344
C 0.4777 -3.8412 3.7524 -0.0948 -0.0004 -0.0400 -0.8287
C -0.5122 -3.0943 3.1613 0.1041 -0.0736 0.0966 -0.9095
C -0.2528 -1.7845 2.7215 -0.2047 -0.1346 0.0038 0.0442
C -1.3496 -0.9554 2.1567 -0.2280 0.1040 0.1068 -2.7588
H 3.2059 0.9874 6.0222 -0.0083 0.0062 -0.0318 0.5571
H 3.6054 1.8307 4.5263 -0.0165 -0.0056 -0.0119 0.2581
H 3.0600 0.1709 4.4711 0.0100 -0.1436 -0.0591 -0.0742
H 1.6501 2.4820 6.8353 0.0035 -0.0074 -0.0173 0.4814
H -0.6114 3.4353 6.8396 -0.0023 -0.0211 -0.0229 0.4088
H -2.0763 3.1467 4.8540 0.0268 -0.0137 0.0011 0.4756
H -1.2368 1.9217 2.9044 0.0750 -0.0483 -0.0284 0.1488
H 3.4731 -1.0850 1.5802 -0.0028 -0.0060 -0.0319 0.8508
H 5.7020 -0.4741 0.7614 -0.0259 0.0345 0.0078 0.5396
H 6.3087 1.9202 0.5246 -0.0274 -0.0090 0.0106 0.4430
H 4.6695 3.6604 1.1047 -0.0090 -0.0371 0.0126 0.6330
H 2.5778 4.3687 1.6779 -0.0083 -0.0105 -0.0045 0.5925
H 1.9909 3.4707 3.0681 0.0155 0.0127 -0.0154 0.3496
H 1.1994 3.2749 1.5052 0.0196 0.0116 0.0211 0.1678
H 3.0515 -1.6615 3.5452 0.0164 -0.0209 0.0108 0.2252
H 2.5431 -3.9079 4.3594 -0.0148 0.0416 -0.0145 0.4400
H 0.2615 -4.8387 4.1158 0.0004 0.0296 -0.0122 0.4573
H -1.5145 -3.4920 3.0523 0.0274 0.0026 -0.0035 0.5186
H -1.5349 -0.0555 2.7285 -0.0052 -0.0006 0.2336 1.0354
H -2.2755 -1.5242 2.1127 -0.0001 -0.0754 -0.0300 0.9719
```
Positions in Å, forces in eV/Å.